[1]
{
  "formula": "C32H43BeBrN2P2",
  "method": "wB97M-V/def2-TZVPD",
  "charge": 2,
  "gap_ev": 7.076,
  "species": ["H", "C", "H", "C", "C", "C", "H", "H", "H", "H", "C", "H", "H", "H", "H", "P", "H", "H", "H", "C", "C", "H", "N", "C", "C", "H", "H", "C", "C", "H", "H", "C", "C", "H", "C", "Be", "C", "H", "N", "C", "H", "Br", "C", "C", "H", "C", "H", "H", "C", "C", "P", "H", "H", "H", "C", "H", "H", "H", "H", "H", "H", "C", "H", "C", "H", "H", "C", "C", "H", "C", "H", "C", "C", "H", "H", "C", "C", "H", "C", "H", "H"],
  "positions_angstrom": [[-5.40493, -0.41433, 0.51514], [3.32365, 0.20650, 0.37140], [-3.11452, 0.19065, -1.49577], [1.91418, -3.51651, -2.61557], [-4.90405, -0.49030, -0.46305], [-3.44583, -2.68034, 1.91128], [-4.48136, -2.37287, 1.69116], [-1.46050, 7.34415, 1.48836], [0.45919, 0.23683, 4.09987], [-5.58425, -0.06345, -1.22270], [0.35051, -0.84525, 3.97860], [-0.50765, -1.14995, 5.93830], [-3.69116, 1.32099, -0.27852], [-0.29182, -3.28670, -4.27914], [1.81307, -2.46899, -0.71493], [-2.17678, -0.31485, 0.65923], [-0.12389, -4.63986, 3.72591], [1.03186, -4.15988, -2.45322], [1.99863, -3.32240, -3.69705], [-4.05999, 0.61690, 2.74813], [0.49377, 7.39556, 0.60878], [-2.06608, -3.24347, -4.12774], [-0.38152, -2.95976, 4.92261], [0.23583, 4.57966, 0.38223], [-0.78309, 5.36060, 0.95092], [-3.18798, -2.33635, 2.92683], [-4.59534, 1.28387, 2.04987], [-3.55631, 0.24211, -0.48394], [0.57767, -2.87501, 2.69383], [-1.43711, -2.53886, 1.12274], [2.42975, 7.15683, -0.27286], [-0.19438, -1.62738, 4.99873], [0.80255, -0.06802, -3.55608], [-1.19214, -1.80911, -4.71211], [5.74711, 0.21100, 0.72787], [0.02426, 0.18609, 0.01937], [1.64657, -0.69785, -4.67168], [-2.07615, 1.39302, 2.33426], [-0.08040, 1.95882, 0.14680], [1.82727, -2.22564, -1.79297], [-4.78068, -1.56163, -0.69761], [7.67402, 1.36876, -1.06233], [1.99283, -0.14260, 0.79737], [0.06044, 3.11702, 0.25096], [-4.61275, -0.33397, 2.80294], [0.74943, -1.46497, 2.76268], [0.87640, -3.41742, 1.79127], [-1.94510, -1.55585, -2.30713], [1.53494, 6.64229, 0.06519], [1.23800, -0.71739, 1.65674], [0.38287, -1.04754, -2.00502], [-1.03815, -2.98988, -1.83878], [-2.67719, -2.54386, -0.13263], [0.57935, 8.47625, 0.68540], [-2.44311, -2.15738, 0.87590], [2.24479, 4.69072, -0.47470], [2.63158, -1.01836, -4.29074], [4.95758, 1.78220, -2.22130], [2.80332, -4.09872, -2.31121], [-4.10458, 1.08559, 3.74810], [-2.05319, -0.20833, 3.05401], [-1.04201, -2.14377, -2.55124], [-1.69216, 4.88975, 1.30588], [5.91572, 0.89952, -0.48604], [2.64791, 1.15579, -1.43868], [1.15777, -1.57296, -5.12830], [3.52973, 0.89901, -0.84421], [-2.59833, 0.42145, 2.32712], [2.73233, -1.60603, -1.93265], [1.42082, 5.24146, -0.04691], [1.82976, 0.03983, -5.47486], [4.81242, 1.24694, -1.27870], [0.01757, -3.55075, 3.78039], [6.61909, -0.05190, 1.33343], [4.31967, -0.66687, 2.09303], [-1.14353, -2.64819, -3.99681], [-0.66087, 6.75421, 1.05975], [1.31524, 0.83484, -3.18113], [4.46022, -0.13098, 1.14919], [-3.42073, -3.78517, 1.92963], [-0.17003, 0.29248, -3.94286]],
  "forces_ev_per_a": [[0.21, -0.01, -0.40], [0.96, 0.86, -1.28], [-0.25, 0.06, 0.28], [-0.22, -0.19, -0.25], [-0.11, -0.36, 0.20], [-0.18, 0.06, 0.21], [0.45, -0.13, 0.08], [-0.04, -0.17, 0.01], [-0.06, -0.42, 0.02], [0.42, -0.13, 0.34], [0.21, -0.07, -0.70], [0.16, -0.25, -0.46], [0.06, -0.40, -0.07], [-0.36, 0.26, 0.14], [0.08, -0.02, -0.36], [-1.07, -0.81, 0.86], [0.07, 0.54, 0.05], [0.36, 0.25, -0.07], [-0.02, -0.06, 0.47], [-0.33, -0.01, -0.14], [-0.14, -0.47, 0.03], [0.43, 0.30, 0.17], [0.47, 0.68, -0.97], [0.40, -0.02, -0.10], [-0.31, 0.33, 0.08], [-0.12, -0.12, -0.37], [0.22, -0.27, 0.29], [0.77, 0.55, -0.35], [0.14, 0.69, -0.19], [-0.36, 0.01, -0.10], [-0.07, -0.29, 0.01], [-0.03, -0.22, 0.23], [-0.34, 0.63, 0.56], [0.01, -0.35, 0.29], [-0.33, 0.13, -0.29], [-0.61, 0.28, -0.39], [0.18, -0.34, -0.03], [-0.16, -0.20, 0.07], [0.77, 1.76, -0.16], [0.04, 0.48, 0.66], [-0.07, 0.42, 0.08], [-0.69, -0.18, 0.22], [-2.88, -2.53, 3.82], [0.03, -0.62, -0.07], [0.25, 0.39, -0.01], [-1.58, -1.01, 1.39], [-0.13, 0.14, 0.38], [0.22, -0.25, -0.11], [-0.33, -0.84, 0.05], [3.44, 2.12, -2.97], [0.44, -0.67, -1.39], [-0.01, 0.27, -0.26], [0.07, 0.12, 0.36], [0.01, -0.20, -0.02], [0.57, 0.11, -0.43], [0.01, -0.15, -0.03], [-0.38, 0.13, -0.17], [-0.05, -0.22, 0.39], [-0.40, 0.35, -0.09], [0.10, -0.22, -0.47], [-0.24, 0.22, -0.24], [-0.26, 0.26, 0.85], [0.03, -0.01, -0.03], [-0.02, -0.04, 0.06], [0.39, 0.02, 0.08], [0.19, 0.38, 0.19], [0.08, -0.12, 0.32], [0.76, 0.08, -0.12], [-0.32, -0.22, 0.04], [-0.34, 0.41, 0.09], [-0.16, -0.29, 0.45], [-0.14, -0.15, 0.23], [-0.03, -0.13, 0.27], [-0.39, 0.09, -0.23], [0.10, 0.20, -0.34], [0.22, 0.08, -0.33], [0.35, -0.61, -0.23], [-0.16, -0.23, -0.20], [-0.36, -0.06, 0.05], [0.02, 0.51, -0.07], [0.37, -0.15, 0.13]]
}

=====

[2]
{
  "formula": "C22H31BrCeCl2N3O3",
  "method": "wB97M-V/def2-TZVPD",
  "multiplicity": 2,
  "s_squared": 0.7551,
  "gap_ev": [6.016, 6.371],
  "species": ["H", "C", "Cl", "H", "H", "C", "H", "C", "C", "O", "H", "H", "H", "H", "C", "H", "H", "H", "C", "H", "H", "C", "C", "Br", "C", "Cl", "C", "H", "H", "Ce", "H", "C", "O", "C", "H", "H", "N", "C", "C", "H", "H", "C", "C", "H", "C", "H", "H", "C", "C", "N", "H", "H", "H", "C", "C", "H", "C", "O", "N", "H", "H", "H", "H"],
  "positions_angstrom": [[-2.76474, 0.24498, -2.12344], [6.04160, -0.00933, 1.29787], [3.18627, 1.94043, -1.74769], [-3.73968, 2.02720, 2.33125], [6.59439, -0.56039, 2.07917], [-0.02739, -0.74930, 3.30626], [-1.96575, -4.00570, 2.73808], [-1.43022, -2.88135, -2.50993], [1.00017, 0.97435, -4.32089], [2.53088, 0.39013, 1.34173], [5.14537, 2.05905, 2.83546], [-0.22060, 4.05697, 1.30372], [0.54637, 0.15900, 3.45161], [2.04773, 0.73258, -4.43336], [-1.41627, 1.77520, 1.39567], [-0.83587, 2.58023, -3.01306], [3.84172, -0.89619, 0.34880], [-2.70714, -4.75190, -5.07069], [-2.26595, -1.74757, -2.70122], [6.57202, 0.94528, 1.11714], [-1.66196, -3.13435, 5.11100], [-1.61420, -3.99837, -3.33026], [-1.25478, -2.61952, 4.25328], [-0.29196, -0.71190, 6.17466], [-2.49405, -3.88058, -4.43732], [1.50827, -2.02495, -0.93416], [-0.71648, 2.08805, -2.01265], [0.42722, 0.83429, -5.24731], [-1.04019, -2.69344, 0.86957], [1.36921, 0.54893, -0.48133], [5.98172, -0.59260, 0.37618], [-0.91145, -2.33534, 1.88722], [-2.93938, -1.09109, -0.43808], [-1.43120, -3.08341, 2.95780], [-2.07954, 0.89076, 1.51337], [-1.74265, 2.08893, -1.55837], [4.72546, 0.27256, 1.79501], [-1.08898, 4.14099, 1.93981], [-3.12621, -2.66974, -4.78013], [-1.12527, -4.97524, -3.11663], [-0.14838, 2.78369, -1.34199], [3.67662, -0.13123, 1.11572], [0.48594, 0.17948, -3.18511], [3.56458, 1.29514, 3.24682], [-2.78172, -0.81933, -1.64839], [0.94394, 2.02958, -4.04576], [0.33613, -0.86002, -3.33215], [4.59495, 1.11513, 2.99481], [-2.93300, -1.57565, -3.92478], [-0.24595, -1.19240, 2.06405], [-3.20208, 3.25534, 3.50961], [-3.80039, 3.77304, 1.93820], [-0.66811, -2.92193, -1.71002], [-0.53508, -1.43149, 4.43638], [-3.24030, 2.98619, 2.45141], [-3.39881, -0.61391, -4.12482], [0.10460, 0.82958, -2.06846], [-0.30089, 1.66220, 0.79622], [-1.88666, 2.90779, 1.90387], [-3.79438, -2.55742, -5.64763], [-1.72730, 4.97331, 1.61860], [5.12823, 0.60255, 3.81321], [-0.79841, 4.37273, 2.97208]],
  "forces_ev_per_a": [[-0.98, -1.16, 1.21], [1.00, -0.01, 0.65], [0.93, 0.48, -0.11], [-0.02, 0.06, 0.00], [0.01, 0.09, -0.47], [-0.77, -0.93, 0.75], [0.09, 0.21, 0.18], [-0.56, -0.51, 0.57], [-0.54, 0.48, -0.54], [3.27, -1.73, 2.67], [-0.45, -0.23, -0.06], [0.10, -0.10, -0.10], [-0.01, 0.04, -0.22], [0.36, -0.03, -0.50], [1.62, -0.68, -1.20], [0.25, -0.14, 0.70], [-0.14, 0.12, -0.07], [0.22, 0.29, 0.36], [-0.32, -0.63, -0.11], [-0.24, -0.49, -0.11], [-0.01, -0.10, 0.00], [-0.29, 0.44, -0.73], [0.32, 0.60, -0.06], [0.05, -0.06, -0.18], [-0.35, -0.08, -0.27], [0.41, -0.88, 0.07], [1.47, 2.07, -0.09], [0.35, -0.19, -0.06], [0.05, 0.26, 0.07], [0.40, -0.17, 0.62], [0.08, 0.14, 0.19], [-0.11, -0.20, 0.67], [-0.02, 0.84, -3.27], [0.23, 0.32, -0.47], [0.32, 0.43, -0.21], [0.83, -0.87, -0.24], [-0.41, 0.12, 0.21], [-0.75, 0.06, 0.28], [0.72, -0.04, 0.46], [-0.22, 1.04, -0.26], [-0.61, 0.29, -0.61], [-1.45, 1.54, 1.05], [-0.61, 2.01, 0.05], [-0.22, -0.03, -0.08], [2.56, 0.76, 1.56], [0.16, 0.01, -0.21], [0.78, -1.14, 0.33], [1.40, -0.11, -0.30], [-0.32, -0.66, 0.36], [0.28, 0.04, 0.13], [0.01, -0.11, 0.00], [0.02, -0.18, -0.08], [-0.89, 0.13, -0.25], [-0.01, -0.04, -1.07], [0.37, 0.14, 0.09], [-0.19, -0.17, 0.05], [-6.38, -1.84, -3.38], [-2.43, 0.80, 2.10], [0.11, 0.29, 0.04], [0.57, -0.27, 0.38], [0.19, -0.18, -0.16], [-0.36, 0.09, -0.18], [0.09, -0.22, -0.15]]
}

=====

[3]
{
  "formula": "C6H10O",
  "method": "wB97M-V/def2-TZVPD",
  "gap_ev": 10.045,
  "species": ["C", "H", "H", "H", "C", "C", "O", "H", "H", "C", "H", "H", "C", "H", "H", "H", "C"],
  "positions_angstrom": [[1.27081, -1.28978, 1.34406], [-0.18866, 1.92110, 1.22396], [1.63467, 0.68230, -0.04833], [2.34950, -1.26337, 1.31487], [-1.68619, 0.85860, -1.57536], [0.35985, -1.09763, -0.42231], [-0.74532, -1.61087, -0.34788], [-1.81772, 1.08730, -2.62771], [-0.17962, 2.29644, -1.27680], [-0.80693, 1.52019, -0.83175], [-2.26562, 0.03954, -1.15456], [0.98169, -2.37079, 1.27917], [-0.43663, 1.06938, 0.57100], [0.82790, -0.91643, 2.24418], [-1.25228, 0.48969, 1.00764], [1.22035, -1.53548, -0.95666], [0.73420, 0.11980, 0.25650]],
  "forces_ev_per_a": [[0.26, 1.00, 0.48], [0.11, -0.45, -0.18], [-0.23, -0.87, 0.12], [0.25, 0.29, 0.32], [-0.14, 0.18, 0.03], [-0.32, -0.02, -1.04], [-0.07, -0.14, -0.58], [-0.08, 0.08, 0.10], [-0.21, -0.08, 0.11], [0.06, -0.07, 0.04], [0.11, 0.21, -0.15], [-0.18, 1.32, -0.65], [0.20, -0.45, 0.02], [0.14, 0.17, 0.78], [0.02, 0.15, -0.02], [-0.20, -0.36, -0.35], [0.29, -0.97, 0.97]]
}

=====

[4]
{
  "formula": "C40H39Cl5CrN3OSSb",
  "method": "wB97M-V/def2-TZVPD",
  "multiplicity": 2,
  "charge": 1,
  "s_squared": 0.7820,
  "gap_ev": [7.004, 7.452],
  "species": ["C", "H", "Cl", "C", "C", "H", "C", "O", "H", "H", "C", "C", "H", "H", "C", "C", "C", "C", "H", "H", "H", "H", "H", "H", "C", "Cr", "H", "N", "H", "C", "H", "C", "H", "C", "H", "N", "H", "H", "C", "H", "H", "H", "H", "H", "C", "H", "Sb", "C", "C", "C", "Cl", "H", "C", "C", "Cl", "C", "C", "H", "H", "C", "H", "C", "C", "H", "H", "C", "H", "C", "H", "C", "C", "Cl", "C", "C", "C", "C", "N", "C", "H", "H", "H", "C", "C", "H", "S", "H", "C", "C", "Cl", "H", "C"],
  "positions_angstrom": [[-5.43047, 0.22752, 1.56147], [-1.18558, 3.87905, -3.81372], [0.17406, -3.43368, 5.28329], [-3.12333, 0.78569, 1.30629], [-0.91435, 2.19959, -0.89445], [5.25805, 4.49264, -1.28469], [1.86526, 3.34342, 0.10834], [-0.58566, -1.21779, -0.91826], [-1.07167, -2.16307, -3.51067], [3.49525, 6.15709, -0.82456], [-0.83927, -3.22572, -3.41970], [2.09731, 4.67252, -0.10768], [0.44794, 2.11053, -4.42561], [1.68919, 0.27102, -3.92984], [3.62629, 0.09297, -0.33804], [-4.15155, 0.32567, -2.45764], [-3.65783, -1.28087, 2.14837], [3.06088, 0.03809, 2.95535], [2.13819, -0.08300, -2.25635], [-2.06344, 0.02351, -2.06802], [-3.97004, -3.36152, 2.56020], [-2.64652, -0.78542, -3.51788], [0.87248, -4.50208, -3.82689], [-3.41380, -2.66832, -2.27274], [-3.23835, -2.58056, 2.76645], [0.71173, 0.01210, 0.45125], [-4.00784, 1.20870, -3.08019], [-2.72174, -0.40693, 1.73816], [2.77839, -0.83786, 3.54269], [-4.46140, 1.14451, 1.18761], [6.05511, 2.23596, -1.34244], [0.69950, -3.17703, 3.66488], [3.97092, 0.44770, 3.39156], [-0.03655, 2.86821, 3.44558], [0.63229, -3.20537, -5.00255], [0.00963, 1.27662, -1.20562], [2.83779, 1.82944, 4.81682], [-6.48249, 0.47108, 1.48772], [-5.01962, -0.98709, 2.07125], [-2.26426, -2.89806, 2.41537], [-2.11865, 3.86209, -1.49143], [-4.73132, 2.13195, 0.83397], [-3.18769, -2.45209, 3.85130], [-0.10543, -4.07724, -1.54650], [-0.02099, 2.02928, 2.34806], [-1.54151, -3.76741, -4.05445], [-1.76716, 2.48030, 1.09293], [1.72823, -4.02005, 1.67989], [3.32429, 5.10491, -0.64062], [0.57764, -3.45858, -3.94387], [-0.46363, -0.83655, 3.96045], [-4.36690, 0.65509, -1.44014], [1.51542, -2.77678, 1.09768], [-2.89763, -0.54645, -2.48382], [2.05715, -2.56578, -0.53502], [-1.38083, 3.13476, -1.80434], [0.04002, 2.15854, -3.42588], [-3.79053, -1.67031, -0.86441], [5.65320, -0.18176, -1.01145], [2.81394, 2.33710, -0.20226], [-0.85358, 3.56736, 3.56659], [4.07401, 2.79899, -0.69396], [1.33448, -4.21752, 2.99525], [0.70309, -0.82845, -2.94741], [1.02107, 3.47107, 5.22447], [1.30523, 0.08251, -2.92957], [-1.80047, -4.43410, -1.84654], [0.46492, -1.95667, 3.02256], [1.33378, 5.39893, 0.14332], [5.10054, 1.87388, -0.98100], [-0.86976, 3.13863, -3.09095], [2.46076, -5.30208, 0.79496], [-1.02555, -3.67301, -1.96307], [0.89584, -1.67700, 1.70468], [4.29249, 4.18195, -0.90384], [2.56954, 0.92806, -0.04890], [0.97591, 1.14063, 2.11253], [1.97004, 1.06051, 3.02949], [1.30125, -2.84174, -3.41472], [-5.02202, -0.21455, -2.83272], [0.92731, 3.06335, 0.54571], [1.00198, 2.82071, 4.36072], [-3.07210, -1.82616, -1.67186], [3.53560, -0.97466, -0.22138], [-1.54464, -2.37716, -0.78644], [3.26466, -0.28364, 1.94635], [4.87963, 0.54417, -0.79626], [2.00393, 1.90825, 4.13395], [1.59718, -5.72543, 3.76714], [-5.74094, -1.70537, 2.43799], [0.44372, 1.21819, -2.48230]],
  "forces_ev_per_a": [[-0.04, -0.02, -0.01], [0.00, 0.00, -0.01], [0.03, -0.09, 0.03], [0.18, 0.26, 0.04], [-0.11, 0.06, 0.34], [-0.01, 0.00, -0.02], [0.02, 0.15, -0.04], [0.59, 0.68, 0.43], [-0.04, -0.06, -0.05], [0.04, 0.00, 0.02], [0.17, 0.05, 0.01], [-0.07, -0.07, 0.06], [0.02, -0.06, 0.00], [0.01, 0.00, 0.00], [-0.10, -0.07, 0.18], [0.04, -0.13, -0.03], [0.01, 0.10, -0.14], [-0.01, -0.02, -0.02], [0.09, 0.00, 0.05], [-0.03, -0.07, -0.09], [0.02, 0.01, 0.00], [0.05, -0.01, 0.03], [0.01, 0.00, -0.02], [0.00, -0.03, 0.04], [0.00, 0.07, 0.03], [0.36, -0.48, -1.17], [-0.02, 0.02, -0.01], [-0.04, -0.34, 0.10], [-0.02, 0.03, 0.04], [0.13, 0.11, 0.00], [-0.01, 0.03, -0.01], [-0.09, 0.03, 0.03], [0.01, 0.02, -0.04], [-0.13, -0.07, -0.02], [0.03, -0.02, 0.00], [-0.05, 0.15, 0.02], [0.01, -0.05, 0.00], [0.00, 0.00, -0.01], [-0.02, 0.08, -0.02], [0.20, 0.00, -0.07], [0.02, 0.05, -0.04], [-0.06, 0.01, 0.02], [0.07, -0.06, -0.04], [0.07, -0.04, 0.09], [-0.34, -0.30, -0.40], [-0.08, 0.07, 0.02], [0.11, -0.16, -0.22], [0.11, -0.15, -0.05], [0.09, 0.01, -0.02], [-0.14, -0.06, 0.02], [0.06, 0.49, -0.07], [-0.03, -0.01, -0.02], [-0.25, 0.36, 0.28], [-0.05, 0.18, 0.02], [-0.19, -0.38, -0.48], [-0.07, -0.03, 0.07], [-0.07, 0.13, 0.00], [-0.03, 0.04, 0.00], [0.02, 0.00, 0.03], [0.05, 0.11, -0.06], [0.02, 0.01, 0.04], [-0.23, -0.12, 0.07], [0.01, -0.05, 0.00], [0.04, 0.11, 0.02], [0.01, 0.03, -0.01], [-0.06, -0.03, -0.01], [-0.01, 0.01, 0.04], [0.02, -0.21, -0.43], [-0.01, -0.01, 0.00], [0.08, -0.14, -0.04], [-0.02, -0.08, 0.02], [0.00, 0.02, 0.02], [0.04, 0.39, 0.14], [-0.29, -0.54, 0.45], [0.02, 0.11, -0.02], [-0.07, -0.10, 0.01], [0.10, 0.50, 0.91], [0.00, -0.06, -0.15], [0.06, -0.03, 0.06], [-0.03, 0.03, -0.01], [-0.02, -0.03, -0.07], [0.09, -0.12, -0.01], [0.14, 0.07, 0.33], [0.11, 0.23, 0.09], [-0.56, -0.67, -0.19], [0.03, -0.06, -0.03], [0.09, 0.19, -0.08], [-0.12, 0.20, 0.10], [0.02, 0.00, -0.03], [0.00, -0.03, -0.05], [0.01, -0.13, 0.02]]
}

=====

E_tot: -125869.8085 -141944.7800 -8428.4738 -157029.0593 (eV)